No. 1
85
Properties=species:S:1:pos:R:3:lowdin_charge:R:1 method="wB97M-V/def2-TZVPD" multiplicity=6 e_tot_ev=-102686.6724 charge=+1 s2=9.1274 orbital_gap_ev="3.675 / 9.384"
Mn 1.1156 0.0836 1.1633 0.98
C 3.7644 -1.6949 1.6341 -0.06
C 4.1320 -0.7105 0.5284 -0.22
N 3.3080 0.5209 0.5778 -0.22
C 3.3124 1.2356 -0.7248 -0.21
C 2.6184 0.4831 -1.8551 -0.06
C 3.8118 1.4251 1.6358 -0.16
C 2.7017 2.3167 2.1654 -0.17
N 1.5566 1.4558 2.4045 -0.05
C 0.5041 1.8885 3.1653 -0.16
C -0.4992 0.9409 3.4333 -0.12
F -0.2676 -0.3035 2.9111 0.05
C -1.6446 1.2043 4.1368 -0.21
F -2.5496 0.2466 4.3156 0.12
C -1.8563 2.4736 4.6454 0.11
C -0.8941 3.4363 4.4048 -0.21
F -1.0888 4.6708 4.8570 0.13
C 0.2618 3.1692 3.6927 -0.15
F 1.1162 4.1716 3.4797 0.11
H 4.3152 -2.6256 1.5097 0.09
H 2.6956 -1.9301 1.5906 0.05
H 3.9942 -1.3003 2.6233 0.07
H 3.9686 -1.1868 -0.4361 0.09
H 5.1908 -0.4387 0.5967 0.13
H 4.3498 1.4568 -1.0014 0.13
H 2.7921 2.1817 -0.5677 0.11
H 3.2383 -0.3102 -2.2698 0.07
H 2.3885 1.1805 -2.6592 0.09
H 1.6787 0.0482 -1.5156 0.05
H 4.6388 2.0322 1.2565 0.14
H 4.1811 0.8213 2.4623 0.12
H 2.4490 3.1037 1.4471 0.13
H 3.0261 2.7957 3.0881 0.14
H -2.7489 2.7122 5.2049 0.15
C -3.2042 -3.7543 1.4125 -0.04
C -2.2279 -4.0194 0.2789 -0.46
C -1.8149 -5.4815 0.2351 -0.03
O -1.0420 -3.2198 0.4882 -0.24
P -0.6375 -2.0254 -0.5179 0.73
O 0.5728 -1.4267 0.2704 -0.45
C -2.0857 -0.3229 -0.1546 -0.21
P -1.3541 1.2058 -0.5557 0.46
O -0.0559 1.4548 0.1698 -0.30
O -0.9892 1.2731 -2.0893 -0.18
C -1.9809 1.3158 -3.1562 -0.43
C -1.6811 2.5334 -4.0103 -0.03
C -1.9014 0.0255 -3.9496 -0.03
O -2.4140 2.3503 -0.2636 -0.17
C -2.0462 3.7591 -0.3862 -0.43
C -3.3027 4.5077 -0.7795 -0.03
C -1.4620 4.2667 0.9223 -0.03
O 0.0736 -2.7852 -1.7800 -0.25
C 0.9792 -3.9035 -1.6673 -0.47
C 2.4125 -3.4128 -1.7932 -0.04
C 0.6275 -4.9029 -2.7564 -0.04
H -4.0768 -4.3979 1.3032 0.09
H -3.5371 -2.7175 1.4176 0.07
H -2.7224 -3.9693 2.3669 0.09
H -2.6807 -3.7377 -0.6798 0.14
H -1.2723 -5.7344 1.1468 0.09
H -1.1726 -5.6813 -0.6209 0.06
H -2.6958 -6.1185 0.1615 0.09
H -2.1299 -0.5406 0.9088 0.03
H -2.9992 -0.5516 -0.6942 0.05
H -2.9725 1.4200 -2.7045 0.14
H -0.6587 2.4793 -4.3855 0.09
H -1.7938 3.4523 -3.4349 0.07
H -2.3633 2.5678 -4.8588 0.09
H -0.9179 -0.0682 -4.4113 0.09
H -2.6631 0.0272 -4.7284 0.09
H -2.0476 -0.8384 -3.3019 0.07
H -1.2893 3.8447 -1.1721 0.13
H -4.0370 4.4375 0.0234 0.09
H -3.7390 4.0851 -1.6844 0.08
H -3.0674 5.5567 -0.9550 0.09
H -2.1836 4.1393 1.7314 0.09
H -1.2238 5.3259 0.8259 0.10
H -0.5531 3.7207 1.1671 0.06
H 0.8485 -4.3594 -0.6835 0.13
H 2.5694 -2.9529 -2.7702 0.09
H 3.0972 -4.2548 -1.6851 0.09
H 2.6229 -2.6798 -1.0133 0.04
H 0.8914 -4.4951 -3.7329 0.09
H -0.4400 -5.1223 -2.7554 0.07
H 1.1809 -5.8290 -2.5980 0.09

=====

No. 2
86
Properties=species:S:1:pos:R:3:lowdin_charge:R:1 method="wB97M-V/def2-TZVPD" multiplicity=3 e_tot_ev=-116977.5915 s2=2.0143 orbital_gap_ev="3.487 / 4.354"
Pd -11.7024 -16.1775 11.8221 0.06
S -11.7860 -14.7051 13.6596 -0.07
S -12.1181 -12.8493 12.9029 -0.09
S -10.9165 -12.6340 11.2165 -0.10
S -10.5332 -14.4034 10.3799 0.06
C -13.0317 -16.9562 3.7498 -0.06
C -11.5998 -16.7730 4.2556 -0.21
N -11.5232 -16.2881 5.6203 -0.06
C -11.6504 -17.2367 6.6412 0.02
C -12.0797 -17.0173 7.8935 -0.03
C -11.9233 -18.1456 8.9726 -0.62
O -11.9994 -19.2969 8.5021 -0.02
O -11.6262 -17.8325 10.1586 -0.16
C -12.7286 -15.7472 8.1211 -0.37
O -13.5536 -15.5617 8.9841 0.08
C -12.3704 -14.6415 7.1402 -0.04
C -12.4340 -13.3142 7.5507 0.06
C -12.0227 -12.2951 6.7316 -0.20
F -12.1511 -11.0087 7.1144 0.07
C -11.5238 -12.5844 5.4575 -0.17
C -11.3882 -13.9198 5.0427 0.05
C -11.7565 -14.9471 5.9166 -0.15
N -11.2625 -11.5458 4.5412 -0.14
C -11.9683 -11.4666 3.2887 -0.12
C -10.8907 -11.4598 2.1699 -0.08
N -9.5847 -11.0613 2.7780 0.03
C -9.7244 -9.8616 3.6881 -0.05
C -10.5668 -10.3296 4.9201 -0.11
H -13.0634 -17.2560 2.6934 0.07
H -13.6238 -16.0515 3.8422 0.07
H -13.5732 -17.7359 4.3142 0.09
H -11.0707 -16.0869 3.6114 0.09
H -11.0428 -17.6923 4.2241 0.11
H -11.3987 -18.2589 6.3212 0.14
H -12.8948 -13.0506 8.5085 0.14
H -10.9070 -14.1049 4.0886 0.10
H -12.6348 -10.6287 3.2332 0.12
H -12.6110 -12.3766 3.1362 0.15
H -11.0674 -10.8454 1.3105 0.12
H -10.7216 -12.4742 1.7926 0.13
H -8.8757 -10.8212 2.0850 0.18
H -9.2219 -11.8833 3.2911 0.19
H -10.1948 -9.1041 3.0807 0.13
H -8.7343 -9.5658 3.9598 0.12
H -11.2569 -9.5315 5.2512 0.13
H -9.9119 -10.5691 5.7611 0.14
C -14.5524 -19.4039 16.3228 -0.23
Si -13.8662 -17.8497 15.4669 0.27
C -12.4323 -17.1541 16.5376 -0.22
C -15.2404 -16.5208 15.5327 -0.24
Sb -13.1480 -18.2363 13.1181 0.90
Si -11.1595 -19.6682 13.6418 0.31
C -10.8428 -20.4314 15.3616 -0.22
C -10.9183 -21.1274 12.4369 -0.23
C -9.7663 -18.4035 13.2668 -0.25
Si -14.9486 -19.6313 11.9743 0.33
C -16.3787 -20.2898 13.0598 -0.23
C -15.8280 -18.2792 11.0029 -0.25
C -14.3095 -21.0457 10.8910 -0.21
H -14.8448 -19.1254 17.3479 0.02
H -13.8852 -20.2611 16.4255 0.01
H -15.5138 -19.7983 15.8959 0.02
H -12.5241 -17.6802 17.5073 0.03
H -12.5368 -16.0951 16.7104 0.01
H -11.4434 -17.3242 16.1321 0.00
H -15.5396 -16.3317 16.5757 0.03
H -16.1559 -16.8628 15.0238 0.02
H -14.9324 -15.5674 15.0875 0.02
H -11.5426 -21.1968 15.6555 0.01
H -10.8125 -19.7354 16.2026 0.01
H -9.8544 -20.8971 15.3104 0.03
H -11.6084 -21.9418 12.6435 0.01
H -9.9087 -21.5460 12.5345 0.03
H -11.0308 -20.8147 11.3799 0.03
H -9.7477 -17.6122 14.0091 0.01
H -9.9372 -17.9798 12.2965 -0.03
H -8.7751 -18.9365 13.2580 0.04
H -16.9804 -19.5062 13.5392 0.03
H -16.1070 -21.0275 13.8024 0.01
H -17.0549 -20.7904 12.3662 0.02
H -16.1371 -17.5321 11.6898 0.00
H -16.6809 -18.6969 10.4447 0.04
H -15.1537 -17.7586 10.2897 0.03
H -13.9888 -21.8908 11.5269 0.03
H -13.4778 -20.7282 10.2393 0.02
H -15.1553 -21.3285 10.2947 0.01

=====

No. 3
75
Properties=species:S:1:pos:R:3:lowdin_charge:R:1 method="wB97M-V/def2-TZVPD" multiplicity=8 e_tot_ev=-78382.4738 charge=+1 s2=16.1316 orbital_gap_ev="3.874 / 4.062"
Gd -0.2293 -0.4569 -1.5105 1.33
C -2.1341 1.7048 -0.0170 -0.24
C -2.6095 0.7905 -1.0114 -0.32
C -2.3080 -0.3726 0.9630 -0.24
C -2.0379 0.9983 1.2036 -0.20
C -2.6670 -0.5220 -0.4056 -0.35
C -1.9513 3.1668 -0.1942 -0.04
H -1.7055 3.4292 -1.2322 0.07
H -1.1303 3.5510 0.4285 0.06
H -2.8457 3.7484 0.0834 0.10
C -1.9111 1.6029 2.5469 -0.02
H -1.5815 2.6443 2.4977 0.07
H -1.1952 1.0477 3.1610 0.06
H -2.8762 1.5885 3.0771 0.11
C -2.3723 -1.4508 1.9744 -0.04
H -3.4163 -1.6728 2.2532 0.10
H -1.8078 -1.1838 2.8748 0.06
H -1.9345 -2.3787 1.5754 0.07
C -3.1002 -1.7864 -1.0680 -0.05
H -4.1802 -1.7874 -1.2875 0.11
H -2.9012 -2.6533 -0.4275 0.08
H -2.5904 -1.9792 -2.0306 0.04
C -3.2666 1.2007 -2.2763 -0.04
H -4.2585 1.6335 -2.0709 0.11
H -3.4467 0.3578 -2.9480 0.07
H -2.7073 1.9659 -2.8235 0.07
C 1.7201 0.5845 -2.5742 -0.22
C 0.6032 1.3839 -2.7732 -0.23
C -0.0346 1.5615 -4.1450 -0.13
C -0.9404 0.3900 -4.6222 -0.15
C -1.0396 -0.8451 -3.7489 -0.21
C 0.0750 -1.6739 -3.5269 -0.23
C 1.3853 -1.3878 -4.2493 -0.16
C 2.3113 -0.2895 -3.6662 -0.15
H 0.7061 1.7782 -4.9341 0.13
H -0.5996 0.0949 -5.6283 0.13
H -0.6327 2.4899 -4.1245 0.12
H 2.7046 0.3021 -4.5142 0.14
H 2.4293 0.8262 -1.7720 0.08
H 0.3535 2.1694 -2.0448 0.09
H 3.2186 -0.7576 -3.2453 0.12
H 1.9639 -2.3191 -4.3119 0.12
H -0.0911 -2.7281 -3.2622 0.10
H 1.1867 -1.1330 -5.3034 0.13
H -1.9510 0.7986 -4.7766 0.11
H -2.0390 -1.2940 -3.7500 0.12
P 2.0722 2.3626 0.4507 0.62
C 1.5355 2.9890 2.0655 -0.26
H 2.2847 3.7197 2.4015 0.05
H 1.4482 2.1619 2.7816 0.04
H 0.5503 3.4665 1.9604 0.02
C 3.7988 1.8645 0.7358 -0.31
H 4.3773 2.7611 0.9889 0.05
H 4.2008 1.4006 -0.1755 0.03
H 3.8432 1.1239 1.5452 0.03
C 2.2208 3.8604 -0.5835 -0.30
H 2.5115 3.5783 -1.6047 0.03
H 2.9817 4.5153 -0.1381 0.04
H 1.2506 4.3764 -0.6279 0.04
P 0.7940 -3.1051 -0.3760 0.69
C -0.1344 -4.5005 -1.1075 -0.28
H 0.5672 -5.2917 -1.4078 0.05
H -0.7088 -4.1589 -1.9804 0.02
H -0.8506 -4.8660 -0.3559 0.06
C 2.4120 -3.1297 -1.2539 -0.26
H 2.2958 -2.8221 -2.3029 0.01
H 2.8246 -4.1470 -1.2012 0.06
H 3.1020 -2.4259 -0.7670 0.04
C 1.2793 -3.7396 1.2615 -0.26
H 1.6349 -4.7759 1.1619 0.06
H 0.4131 -3.6983 1.9342 0.05
H 2.0604 -3.1090 1.7045 0.04
S 1.4980 -0.2854 0.6989 0.47
C 0.9489 -0.5262 2.2651 -0.78
N 0.6230 -0.7370 3.3796 0.08